Density functional theory data (ωB97M-V/def2-TZVPD) for C33H46ClNP2Zn as an isolated structure.

CARTESIAN COORDINATES (ANGSTROEM)
Zn  7.690  11.582  10.210
C  5.996  8.119  7.377
C  6.098  9.494  8.048
C  4.742  9.978  8.544
P  7.333  9.420  9.415
C  7.117  7.913  10.444
C  5.695  7.811  11.052
C  8.166  7.685  11.544
C  8.944  9.264  8.558
C  9.498  8.053  8.191
C  10.671  7.983  7.446
C  11.184  6.671  6.886
C  11.290  9.180  7.043
C  10.837  10.414  7.453
C  9.668  10.493  8.289
N  9.245  11.639  8.880
C  9.854  12.875  8.777
C  11.239  13.129  8.689
C  11.729  14.397  8.609
C  10.903  15.530  8.632
C  11.430  16.936  8.515
C  9.536  15.316  8.818
C  8.994  14.030  8.828
P  7.275  13.668  9.298
C  6.185  13.705  7.722
C  4.667  13.926  7.941
C  6.757  14.683  6.682
C  6.671  14.880  10.607
C  6.434  16.290  10.052
C  7.530  14.833  11.883
H  5.249  8.163  6.556
H  5.657  7.317  8.050
H  6.956  7.780  6.939
H  6.482  10.254  7.358
H  4.268  9.268  9.230
H  4.056  10.183  7.690
H  4.860  10.914  9.136
H  7.232  7.091  9.700
H  5.307  8.773  11.439
H  5.696  7.068  11.869
H  4.996  7.473  10.294
H  7.936  8.274  12.477
H  9.183  7.972  11.217
H  8.213  6.575  11.781
H  8.983  7.141  8.414
H  10.575  5.814  7.272
H  12.246  6.467  7.207
H  11.181  6.615  5.780
H  12.074  9.063  6.318
H  11.329  11.340  7.124
H  11.948  12.258  8.689
H  12.771  14.567  8.482
H  12.508  17.059  8.541
H  11.001  17.598  9.318
H  11.042  17.436  7.616
H  8.899  16.194  8.978
H  6.299  12.677  7.309
H  4.430  14.970  8.219
H  4.264  13.283  8.737
H  4.114  13.723  6.983
H  6.492  15.718  6.989
H  6.227  14.549  5.733
H  7.843  14.562  6.547
H  5.691  14.464  10.839
H  7.357  16.891  10.197
H  5.618  16.814  10.588
H  6.147  16.307  9.006
H  8.574  14.693  11.618
H  7.201  13.985  12.495
H  7.474  15.734  12.516
Cl  10.623  12.899  13.399
C  9.174  12.271  14.093
C  8.929  12.461  15.457
C  7.746  11.965  16.043
C  6.765  11.389  15.221
C  7.013  11.164  13.871
C  8.249  11.512  13.260
C  8.670  11.039  11.926
H  9.670  13.034  16.025
H  7.534  12.132  17.090
H  5.798  11.133  15.646
H  6.231  10.773  13.253
H  8.517  9.949  11.800
H  9.643  11.412  11.720

Atoms 1-3, force components in eV/Å:
0.422 -0.092 0.670
-0.245 -0.165 -1.108
-0.180 -1.340 0.249

Results
F_max ... 2.30 eV/Å
HOMO ... -6.354 eV
Gap between HOMO and LUMO ... 0.248 Ha

Mulliken population analysis, charges in e, atoms 1 to 2: Zn 0.36; C -1.40